No. 1
Entry from the Open Molecules 2025 dataset: a gas-phase ion, C4H6F3O2S (charge +1) at a distorted geometry (wB97M-V/def2-TZVPD).

Each line ends with the natural charge from an NBO analysis.
Element x y z (Å)
O 0.0352 1.8228 1.1094  -0.4851
F -0.3018 0.3139 3.6048  -0.2661
F 1.7605 1.2334 3.1687  -0.2851
F 1.3550 -0.9526 2.6079  -0.3011
O 0.3561 -0.2634 0.2550  -0.6213
C 0.3326 0.6215 1.2949  0.6685
S 0.2008 0.4653 -1.1611  1.2530
C 0.7705 0.2894 2.7560  0.9345
C 0.6711 -0.9659 -2.1101  -0.8183
C -1.6487 0.3201 -1.1522  -0.7649
H 0.2549 -0.9760 -3.0720  0.2787
H 0.4404 -1.9102 -1.5390  0.2885
H 1.7699 -0.9569 -2.2460  0.2876
H -1.9689 0.7048 -2.1264  0.2655
H -1.9068 -0.7449 -1.0161  0.2667
H -2.1208 0.9988 -0.3738  0.2988

Atoms 1-3, force components in eV/Å:
0.7 -4.4 -0.1
2.4 -0.2 -1.5
-2.9 -2.7 -1.0

The value obtained for the max |F| is 6.49 eV/A. The spin multiplicity is 1. The total energy is -27318.8276 eV. As for the HOMO energy: -16.14 eV. The net charge is +1.

No. 2
Entry from the Open Molecules 2025 dataset: 10 unconnected molecules or ions with the total composition C46H122N10O13 at a distorted geometry (wB97M-V/def2-TZVPD).

Each line ends with the Löwdin charge.
Element x y z (Å)
C 2.3232 -3.8969 9.8456  -0.1200
O 1.9787 -3.6347 8.5001  -0.1858
C 0.9055 -2.7055 8.4121  -0.2241
C 0.7613 -2.0746 7.0319  -0.2063
N -0.5799 -2.0159 6.4993  -0.0445
C -1.1705 -3.3261 6.2781  -0.2045
C -2.5284 -3.1029 5.6150  -0.2114
O -2.2841 -2.4920 4.3595  -0.2010
C -3.1783 -2.7487 3.3133  -0.1036
H 2.3833 -2.9856 10.4409  0.0842
H 3.3107 -4.3602 9.8131  0.0851
H 1.6803 -4.6594 10.2937  0.0865
H 1.0218 -1.9427 9.1935  0.1119
H 0.0002 -3.1964 8.7953  0.1148
H 1.5281 -2.4285 6.3266  0.0950
H 1.1770 -1.0659 7.1509  0.1124
H -0.6645 -1.4227 5.6873  0.0806
H -1.3089 -3.8927 7.1972  0.1129
H -0.5937 -3.9270 5.5589  0.1194
H -3.0783 -2.3837 6.2311  0.1261
H -3.0836 -4.0420 5.5489  0.1185
H -3.7783 -3.6575 3.4394  0.0894
H -2.6877 -2.9065 2.3479  0.0750
H -3.8401 -1.8855 3.2130  0.0643
C -4.3218 -0.0159 1.3830  -0.1112
O -5.1321 0.6420 0.4306  -0.1762
C -4.5480 0.6722 -0.8571  -0.2350
C -5.4146 1.5594 -1.7450  -0.1942
N -6.5199 0.7296 -2.2831  -0.0388
C -7.2877 1.4999 -3.3002  -0.1909
C -8.4407 2.2621 -2.7084  -0.2444
O -9.3996 1.3317 -2.2354  -0.1804
C -10.6055 1.9660 -1.8941  -0.1266
H -3.8700 -0.9448 1.0373  0.0693
H -4.9112 -0.1850 2.2859  0.0830
H -3.5820 0.7061 1.7535  0.0907
H -4.4985 -0.3535 -1.2505  0.1068
H -3.4790 0.9344 -0.8494  0.1034
H -4.9008 2.0436 -2.5741  0.0858
H -5.7999 2.3814 -1.1278  0.1204
H -7.1353 0.6037 -1.4834  0.1001
H -7.6922 0.7413 -3.9747  0.1167
H -6.5731 2.1225 -3.8372  0.1103
H -8.8247 2.9838 -3.4470  0.1222
H -8.2079 2.9330 -1.8671  0.1242
H -10.5509 2.7138 -1.0944  0.0881
H -11.2670 1.1989 -1.4858  0.0876
H -11.0906 2.3995 -2.7732  0.0877
C 2.8150 -0.1969 -5.1990  -0.1262
O 3.5748 -0.3193 -4.0224  -0.2024
C 2.7472 -0.5576 -2.8734  -0.2032
C 3.6166 -0.2783 -1.6511  -0.1938
N 4.7673 -1.2014 -1.5702  -0.0414
C 4.3342 -2.4345 -0.8996  -0.2158
C 5.2078 -3.6443 -1.2475  -0.1955
O 4.7913 -4.3054 -2.4511  -0.1916
C 5.2308 -3.7177 -3.6716  -0.0980
H 1.8747 0.3501 -5.0633  0.0788
H 2.5346 -1.1294 -5.7036  0.0859
H 3.4358 0.3766 -5.8910  0.0874
H 2.3085 -1.5584 -2.9467  0.1266
H 1.9333 0.1778 -2.9013  0.1007
H 3.0247 -0.1319 -0.7514  0.1013
H 4.0740 0.6911 -1.8776  0.1088
H 5.1535 -1.3771 -2.4807  0.0685
H 3.2705 -2.6907 -0.9836  0.1046
H 4.4711 -2.1892 0.1616  0.1045
H 5.1293 -4.3966 -0.4635  0.1097
H 6.2629 -3.3503 -1.2573  0.1222
H 4.8901 -2.6970 -3.8289  0.0594
H 4.8217 -4.3248 -4.4770  0.0874
H 6.3235 -3.7638 -3.6993  0.0904
C -2.1344 -8.2241 -2.1331  -0.0640
C -2.9645 -6.9598 -1.8961  -0.4359
C -2.4488 -5.7447 -2.6109  -0.1941
O -3.3566 -4.6640 -2.3785  -0.2095
C -3.1444 -3.4498 -3.0908  -0.0983
N -4.3410 -7.3065 -2.3689  0.0321
H -1.1133 -8.0849 -1.7704  0.0676
H -2.2107 -8.5569 -3.1659  0.0804
H -2.5739 -9.0237 -1.5330  0.0733
H -3.0631 -6.7537 -0.8235  0.1358
H -2.2410 -5.9550 -3.6639  0.1381
H -1.5498 -5.3722 -2.1124  0.0925
H -2.1063 -3.2452 -3.3491  0.0821
H -3.6140 -2.7067 -2.4449  0.0761
H -3.7984 -3.5023 -3.9686  0.0903
H -4.8470 -6.4382 -2.2051  0.0634
H -4.7092 -8.0732 -1.8263  0.0630
C 3.7463 5.1152 1.2049  -0.0528
C 4.7523 5.1298 2.3515  -0.4211
C 5.7614 3.9585 2.2469  -0.2206
O 5.1680 2.6834 2.3576  -0.1919
C 5.3730 1.8833 1.2010  -0.0915
N 5.4424 6.4285 2.3753  0.0287
H 4.0354 5.6623 0.3089  0.0583
H 2.7800 5.5496 1.4796  0.0814
H 3.4544 4.0860 0.9825  0.0575
H 4.2889 5.0385 3.3359  0.1338
H 6.4722 4.1104 3.0669  0.1185
H 6.3944 4.0992 1.3627  0.1243
H 4.9994 2.4067 0.3170  0.0753
H 4.9051 0.9133 1.3470  0.0813
H 6.4390 1.6977 1.0318  0.0914
H 5.7070 6.6196 1.4095  0.0629
H 6.3412 6.3371 2.8465  0.0656
C -2.9184 4.6187 -4.7005  -0.0578
C -2.2864 3.7608 -3.5809  -0.4249
C -2.2477 2.2844 -3.9407  -0.2124
O -3.5250 1.9127 -4.3806  -0.2138
C -3.7246 0.5488 -4.6631  -0.0935
N -1.0104 4.3033 -3.1717  0.0494
H -3.0708 5.6592 -4.4114  0.0727
H -3.9600 4.3056 -4.8446  0.0679
H -2.4164 4.4829 -5.6579  0.0806
H -2.9743 3.8389 -2.7327  0.1350
H -1.7901 1.7045 -3.1279  0.1107
H -1.5431 2.0843 -4.7661  0.1295
H -3.6786 -0.0697 -3.7570  0.0781
H -2.9727 0.1546 -5.3541  0.0903
H -4.7218 0.3470 -5.0484  0.0905
H -0.9878 5.2948 -2.9764  0.0735
H -0.2711 4.2153 -3.8612  0.0482
C -1.3410 -1.5875 -0.6558  -0.0404
C -0.1620 -0.8038 -0.1263  -0.4193
C -0.0929 0.6091 -0.6306  -0.2540
O 1.1062 1.2212 -0.3041  -0.1979
C 1.1652 2.5119 -0.8875  -0.0853
N -0.2036 -0.8447 1.3391  0.1004
H -1.2759 -1.7717 -1.7338  0.0675
H -2.2933 -1.0836 -0.5036  0.0499
H -1.3203 -2.5834 -0.2122  0.0656
H 0.7778 -1.2844 -0.4489  0.1234
H -0.9865 1.1891 -0.3313  0.1274
H -0.2971 0.6123 -1.7187  0.1102
H 0.3040 3.0773 -0.5247  0.0887
H 1.0804 2.3139 -1.9644  0.0710
H 2.0765 3.0995 -0.8079  0.0545
H 0.5191 -0.2005 1.6789  0.0481
H 0.2154 -1.7423 1.5604  0.0135
C 1.8601 -2.6057 3.4720  -0.0574
C 2.0348 -3.8956 2.6938  -0.4230
C 1.1734 -3.8610 1.4262  -0.2272
O 1.1722 -5.0578 0.7044  -0.1445
C 0.2974 -5.1207 -0.3622  -0.1395
N 3.4517 -4.0637 2.2820  0.0562
H 2.2807 -1.8694 2.7791  0.0785
H 2.5264 -2.6620 4.3338  0.0761
H 0.8378 -2.3930 3.7778  0.0757
H 1.6709 -4.7558 3.2716  0.1420
H 1.4913 -3.0460 0.7672  0.1126
H 0.2002 -3.6733 1.9071  0.1248
H 0.1937 -6.1117 -0.8013  0.0785
H 0.4400 -4.4074 -1.1885  0.0901
H -0.7414 -4.8743 -0.0755  0.0803
H 3.4894 -4.9780 1.8336  0.0733
H 3.9639 -4.2057 3.1534  0.0750
C 2.7786 4.0424 -4.6046  -0.0563
C 3.5059 5.0689 -3.7473  -0.4295
C 2.7982 6.4238 -3.8349  -0.1895
O 3.0092 6.9625 -5.1337  -0.1836
C 2.4245 8.2202 -5.3287  -0.1249
N 3.5407 4.5568 -2.3937  0.0494
H 2.7984 4.2979 -5.6687  0.0838
H 1.7467 3.8889 -4.2918  0.0548
H 3.2914 3.0751 -4.6392  0.0726
H 4.5185 5.1425 -4.1643  0.1403
H 3.2492 7.1401 -3.1406  0.1274
H 1.7244 6.3024 -3.6708  0.1213
H 3.1402 9.0353 -5.4533  0.0845
H 1.7614 8.5401 -4.5171  0.0838
H 1.7808 8.2151 -6.2107  0.0851
H 4.0934 5.1987 -1.8356  0.0577
H 3.9058 3.6242 -2.2721  0.0694
C 0.2264 2.5875 5.4233  -0.0589
C -0.4332 2.2682 4.0795  -0.4073
C 0.6309 2.1738 2.9226  -0.1837
O 1.3621 0.9699 3.0177  -0.2283
C 2.6144 1.0986 3.6945  -0.0766
N -1.1511 1.0066 4.1942  0.0514
H -0.4539 2.8356 6.2341  0.0765
H 1.0435 3.3011 5.3034  0.0758
H 0.7312 1.6739 5.7577  0.0569
H -1.0993 3.0958 3.8197  0.1320
H 1.2391 3.0831 2.9424  0.1180
H 0.0968 2.0931 1.9729  0.1049
H 2.4104 0.8470 4.7417  0.0740
H 3.0272 2.1050 3.7292  0.0791
H 3.3796 0.3830 3.4018  0.0812
H -1.4785 0.6668 3.2872  0.0519
H -0.4062 0.3178 4.3282  0.0522

Atoms 1-3, force components in eV/Å:
0.6 -0.7 -0.6
-0.1 0.6 -0.1
-0.6 -0.5 1.0

The value obtained for the max |F| is 2.16 eV/A. The spin multiplicity is 1. The total energy is -91189.2011 eV. As for the HOMO energy: -8.53 eV. As for the SMILES: COC[C@H](C)N.COC[C@H](C)N.COC[C@H](C)N.COC[C@H](C)N.COC[C@H](C)N.COC[C@H](C)N.COC[C@H](C)N.COCCNCCOC.COCCNCCOC.COCCNCCOC.

No. 3
Entry from the Open Molecules 2025 dataset: a molecular structure, C33H28F6I2N3O6PS4Zn (wB97M-V/def2-TZVPD).

Each line ends with the Löwdin charge.
Element x y z (Å)
Zn 0.6179 0.4119 -1.0518  0.2755
I 2.5322 1.8689 0.4564  1.1695
C 2.5941 0.7047 2.2014  -0.5887
C 3.8246 0.1927 2.4981  -0.1620
C 4.1070 -0.3125 3.7833  -0.0638
C 3.1705 -0.1994 4.7628  -0.0298
C 1.8826 0.3199 4.4802  -0.1628
C 0.9467 0.4752 5.5315  -0.0218
C -0.3016 0.9617 5.2888  -0.0556
C -0.6973 1.1887 3.9586  -0.0812
C 0.1594 1.0216 2.8994  -0.2973
P -0.6603 0.7927 1.2646  1.0669
C -1.7717 2.2353 1.1368  -0.3523
C -1.2633 3.3452 0.4594  -0.1062
C -2.0373 4.4816 0.2849  -0.0611
C -3.3321 4.5244 0.7825  -0.0758
C -3.8419 3.4329 1.4706  -0.0742
C -3.0655 2.2964 1.6513  -0.1000
C -1.7170 -0.6507 1.6508  -0.3387
C -1.2040 -1.6494 2.4792  -0.0842
C -1.8892 -2.8388 2.6650  -0.0655
C -3.1035 -3.0531 2.0288  -0.0732
C -3.6262 -2.0679 1.2059  -0.0800
C -2.9359 -0.8794 1.0126  -0.1136
C 1.5306 0.6933 3.1534  -0.2089
H 4.6049 0.2033 1.7491  0.0958
H 5.0830 -0.7297 3.9910  0.1110
H 3.3883 -0.5052 5.7789  0.1153
H 1.2537 0.2095 6.5360  0.1163
H -1.0093 1.1054 6.0945  0.1082
H -1.7349 1.4346 3.7661  0.1005
H -0.2574 3.3209 0.0577  0.0433
H -1.6290 5.3285 -0.2513  0.1023
H -3.9411 5.4079 0.6389  0.1045
H -4.8469 3.4637 1.8724  0.1049
H -3.4760 1.4585 2.1985  0.1000
H -0.2533 -1.5066 2.9765  0.1020
H -1.4648 -3.6044 3.3017  0.1099
H -3.6361 -3.9847 2.1707  0.1057
H -4.5709 -2.2237 0.6993  0.1059
H -3.3568 -0.1361 0.3491  0.0889
I -3.2076 -3.9702 -2.5462  0.9174
C -2.9619 -1.9225 -2.3141  -0.7223
C -3.9702 -1.0288 -2.6381  -0.1207
C -3.7385 0.3236 -2.4450  -0.0383
C -2.5135 0.7304 -1.9439  -0.1666
N -1.5480 -0.1353 -1.6311  0.0060
C -1.7643 -1.4392 -1.8129  -0.2199
H -4.9150 -1.3808 -3.0310  0.1023
H -4.4941 1.0596 -2.6821  0.1134
H -2.2866 1.7767 -1.7854  0.0791
H -0.9603 -2.1060 -1.5313  0.0868
F 3.1403 -4.1221 1.2184  0.1507
C 2.0544 -3.3555 1.2519  -0.6655
F 0.9792 -4.1311 1.3650  0.1475
F 2.1223 -2.5656 2.3269  0.1373
S 1.9842 -2.3350 -0.2782  0.5743
O 0.7054 -1.6332 -0.1198  -0.3740
O 3.1539 -1.5056 -0.2261  -0.2968
N 1.8787 -3.3739 -1.3900  -0.2663
S 2.8423 -4.0315 -2.4607  0.6145
O 2.4643 -3.5894 -3.7724  -0.2768
O 3.0037 -5.4256 -2.1997  -0.2601
C 4.5441 -3.3331 -2.2438  -0.6834
F 4.5748 -2.0191 -2.4574  0.1322
F 5.3260 -3.9215 -3.1509  0.1398
F 5.0287 -3.5952 -1.0368  0.1447
C 0.3066 6.0767 -2.7033  -0.1172
O -0.0304 4.6896 -2.7957  -0.2462
C 0.8436 3.7820 -2.3522  -1.3040
S 2.2941 4.2046 -1.6759  0.5352
S 0.2872 2.1851 -2.6946  0.6483
H -0.5569 6.6036 -3.0999  0.0922
H 1.1950 6.2932 -3.2951  0.0803
H 0.4974 6.3574 -1.6683  0.0701
C 0.2511 -1.7897 -4.6759  0.0116
C 1.1955 -0.9114 -3.9123  -0.5628
N 2.1137 -0.2392 -4.6056  0.2168
O 1.1032 -0.7783 -2.6848  -0.1148
H 0.7429 -2.2640 -5.5231  0.0882
H -0.5754 -1.1740 -5.0385  0.0999
H -0.1323 -2.5613 -4.0146  0.0742
H 2.2391 -0.3915 -5.5895  0.1209
H 2.7110 0.4096 -4.1193  0.1225

Atoms 1-3, force components in eV/Å:
-0.7 0.1 0.0
0.2 0.0 0.0
0.0 -0.1 0.0

The value obtained for the max |F| is 0.73 eV/A. The spin multiplicity is 1. The total energy is -184986.6063 eV. As for the HOMO energy: -8.09 eV.

Question: The lowest max |F| belongs to which entry?
Answer: C33H28F6I2N3O6PS4Zn

What did the first record say?
Entry from the Open Molecules 2025 dataset: a gas-phase ion, C4H6F3O2S (charge +1) at a distorted geometry (wB97M-V/def2-TZVPD).

Each line ends with the natural charge from an NBO analysis.
Element x y z (Å)
O 0.0352 1.8228 1.1094  -0.4851
F -0.3018 0.3139 3.6048  -0.2661
F 1.7605 1.2334 3.1687  -0.2851
F 1.3550 -0.9526 2.6079  -0.3011
O 0.3561 -0.2634 0.2550  -0.6213
C 0.3326 0.6215 1.2949  0.6685
S 0.2008 0.4653 -1.1611  1.2530
C 0.7705 0.2894 2.7560  0.9345
C 0.6711 -0.9659 -2.1101  -0.8183
C -1.6487 0.3201 -1.1522  -0.7649
H 0.2549 -0.9760 -3.0720  0.2787
H 0.4404 -1.9102 -1.5390  0.2885
H 1.7699 -0.9569 -2.2460  0.2876
H -1.9689 0.7048 -2.1264  0.2655
H -1.9068 -0.7449 -1.0161  0.2667
H -2.1208 0.9988 -0.3738  0.2988

Atoms 1-3, force components in eV/Å:
0.7 -4.4 -0.1
2.4 -0.2 -1.5
-2.9 -2.7 -1.0

The value obtained for the max |F| is 6.49 eV/A. The spin multiplicity is 1. The total energy is -27318.8276 eV. As for the HOMO energy: -16.14 eV. The net charge is +1.

Question: The highest max |F| belongs to which entry?
Answer: C4H6F3O2S

Question: What is the max |F| in the first record?
Answer: 6.49 eV/A